## w
Here is a molecular structure, C2H6N2O2 from the OMol25 dataset. Energies are from the ωB97M-V functional and the def2-TZVPD basis.

Geometry as XYZ:
```
12
C2H6N2O2 (the ωB97M-V functional and the def2-TZVPD basis)
C 1.225 -1.674 1.259
N 1.277 -1.616 -0.005
H 2.038 -2.096 1.842
H 0.346 -1.257 1.735
H 0.604 -0.832 -0.555
H 2.125 -1.942 -0.454
N -1.453 1.781 -0.666
C -0.596 0.768 -0.262
O -0.101 0.035 -1.200
O -0.411 0.560 0.947
H -1.583 2.453 0.075
H -1.203 2.201 -1.548
```

Computed properties:
Charge ... 0
Orbital gap ... 9.3 eV

Results of the Löwdin charge analysis, in e, for atoms 1 through 5:
1. C 0.06
2. N 0.13
3. H 0.10
4. H 0.08
5. H 0.03

***

## x
Here is 2 unconnected molecules or ions with the total composition C2H6N2O2 from the OMol25 dataset. Energies are from the ωB97M-V functional and the def2-TZVPD basis.

Geometry as XYZ:
```
12
C2H6N2O2 (the ωB97M-V functional and the def2-TZVPD basis)
C 2.240 0.114 -0.226
N 3.503 -0.133 -0.033
O 1.275 -0.171 0.488
H 2.047 0.554 -1.206
H 4.289 0.166 -0.538
H 3.731 -0.549 1.032
C -2.784 0.126 -0.279
N -1.473 0.519 -0.425
O -3.218 -0.601 0.648
H -3.495 0.617 -1.062
H -1.269 1.072 -1.224
H -0.702 0.184 0.150
```

Computed properties:
Charge ... 0
Orbital gap ... 10.0 eV

Results of the Löwdin charge analysis, in e, for atoms 1 through 5:
1. C -0.46
2. N 0.12
3. O -0.02
4. H 0.13
5. H 0.08

***

The structure with the most favorable energy is w; the runner-up is 0.057 eV above it.